(1)
{"formula": "C33H53B2F4N6OOsS4", "method": "ωB97M-V/def2-TZVPD", "total_energy_ha": -3824.836490, "homo_ev": [-17.138, -17.191], "spin_multiplicity": 5, "lumo_ev": [-10.02, -11.74], "total_charge": 3, "symbols": ["Os", "C", "C", "C", "C", "N", "N", "B", "N", "N", "C", "C", "C", "C", "C", "S", "C", "C", "C", "C", "N", "N", "C", "C", "C", "C", "C", "S", "C", "C", "C", "C", "C", "S", "C", "C", "C", "C", "H", "H", "H", "H", "H", "H", "H", "H", "H", "H", "H", "H", "H", "H", "H", "H", "H", "H", "H", "H", "H", "H", "H", "H", "H", "H", "H", "H", "H", "H", "H", "H", "H", "H", "H", "H", "H", "H", "H", "C", "C", "C", "S", "O", "C", "C", "C", "H", "H", "H", "H", "H", "H", "H", "H", "H", "H", "H", "H", "H", "H", "F", "B", "F", "F", "F"], "xyz": [[11.425125, 10.932053, 13.816056], [13.490605, 16.110982, 14.958809], [13.918967, 14.825633, 14.331479], [14.782999, 14.795679, 13.265263], [15.092009, 13.590252, 12.623619], [14.564966, 12.463618, 13.042237], [13.879852, 12.457414, 14.212502], [13.424021, 11.032211, 14.575379], [13.412058, 10.650886, 16.052396], [14.596672, 10.331588, 16.600903], [14.666324, 10.130583, 17.900780], [13.513912, 10.107423, 18.694529], [12.281577, 10.321995, 18.131755], [11.004736, 10.295712, 18.902418], [12.277099, 10.650330, 16.757767], [10.866920, 11.308261, 15.974092], [16.014027, 9.980914, 18.497382], [16.019608, 8.790869, 19.462513], [17.079514, 9.730324, 17.417638], [16.369943, 11.314952, 19.195399], [14.177685, 9.942146, 13.833870], [15.534181, 10.012159, 13.734404], [16.182718, 9.000915, 13.202093], [15.532698, 7.829141, 12.825947], [14.180893, 7.693430, 12.923284], [13.483096, 6.393479, 12.659793], [13.516801, 8.833182, 13.442438], [11.791311, 8.711569, 13.834931], [17.652851, 9.112924, 13.001032], [18.349801, 7.752482, 13.225904], [17.959258, 9.551081, 11.531991], [18.289703, 10.154533, 13.939624], [13.468727, 13.567876, 14.887052], [12.584797, 13.590497, 16.331155], [15.977452, 13.520109, 11.437141], [17.458432, 13.402736, 11.893382], [15.611441, 12.326376, 10.548980], [15.878280, 14.801745, 10.597602], [13.744838, 16.948069, 14.293362], [13.990066, 16.303226, 15.917155], [12.386349, 16.093201, 15.136610], [15.158749, 15.728250, 12.862137], [13.571538, 9.958884, 19.753607], [11.179643, 9.806129, 19.854975], [10.216042, 9.750563, 18.361842], [10.589155, 11.305518, 19.119791], [15.713200, 7.868729, 18.933315], [15.295007, 8.938093, 20.285459], [17.025163, 8.655010, 19.919936], [16.830048, 8.866763, 16.770563], [18.063340, 9.544444, 17.899676], [17.149709, 10.593972, 16.744086], [15.762268, 11.488927, 20.096878], [16.209449, 12.147814, 18.483334], [17.437425, 11.325445, 19.471744], [16.150023, 7.008673, 12.472546], [14.115355, 5.756010, 11.983807], [12.510470, 6.518652, 12.179834], [13.383520, 5.802086, 13.594925], [18.083823, 6.999483, 12.450598], [18.125464, 7.333584, 14.229048], [19.453934, 7.927699, 13.147776], [17.542734, 8.833790, 10.808213], [19.055913, 9.608413, 11.408974], [17.533647, 10.549393, 11.370186], [18.294588, 9.770143, 14.969177], [17.718898, 11.091967, 13.938564], [19.334060, 10.358368, 13.608495], [17.601238, 12.517649, 12.524075], [17.777803, 14.306865, 12.429104], [18.089868, 13.294483, 10.995235], [15.648151, 11.422988, 11.150332], [16.237648, 12.232591, 9.655957], [14.555734, 12.460553, 10.224077], [16.279708, 15.664836, 11.137776], [14.817319, 15.037914, 10.337235], [16.437959, 14.728496, 9.630403], [10.928098, 9.789932, 7.233807], [10.639433, 9.980481, 8.750469], [10.412969, 11.410289, 9.153720], [10.162580, 11.805315, 10.918562], [11.408114, 11.105601, 11.706419], [8.489738, 10.973592, 11.325252], [8.491370, 9.723124, 12.182935], [7.137436, 8.986747, 12.230072], [11.051894, 8.724829, 7.013295], [11.837418, 10.292586, 6.882924], [10.057211, 10.133926, 6.628361], [11.423332, 9.535820, 9.372047], [9.695773, 9.428889, 8.912828], [9.486121, 11.800664, 8.655894], [11.266523, 12.075302, 8.900962], [8.017917, 10.798127, 10.353354], [8.012185, 11.793091, 11.868075], [8.743252, 10.057835, 13.229329], [9.252561, 9.025743, 11.842902], [6.365424, 9.666371, 12.610869], [7.255493, 8.158587, 12.925933], [6.789975, 8.582658, 11.253769], [10.165916, 14.861873, 14.710662], [9.795553, 13.929355, 13.710686], [9.248734, 14.372412, 12.495715], [9.028179, 12.852492, 14.251282], [11.162306, 13.223368, 13.282790]], "forces_ev_per_a": [[-1.62, 2.26, -3.24], [-0.61, 0.39, -0.09], [-0.02, -0.11, 0.57], [-0.43, 0.36, 0.45], [-0.42, -0.36, 0.29], [-0.24, 0.04, 0.78], [-0.40, -0.35, -0.05], [0.73, 0.40, 0.01], [-0.01, -0.53, 1.72], [-0.35, 0.52, -0.76], [-0.11, 0.14, -0.47], [-0.79, 0.29, -0.29], [-0.31, 0.33, -0.36], [-0.57, 0.25, 0.16], [0.57, -0.21, 0.30], [-0.55, -0.55, 0.02], [1.44, -0.42, 0.05], [-0.18, -0.25, 0.63], [0.18, -0.11, -0.34], [-0.11, 0.28, -0.06], [1.53, -2.07, -1.17], [-1.18, 0.66, 0.13], [-0.08, 0.52, 0.20], [-0.06, -0.70, -0.46], [-0.41, 0.20, 0.51], [0.62, -0.89, -0.46], [0.14, -0.06, 0.37], [0.19, 0.51, 0.18], [1.62, 0.18, -0.26], [0.52, -0.21, -0.01], [-0.29, 0.01, 0.38], [0.16, 0.01, 0.04], [1.27, 0.79, -1.17], [0.21, 0.41, 0.11], [1.24, 0.23, -1.57], [-0.13, -0.13, -0.03], [-1.03, 0.13, 0.16], [-0.60, 0.55, -0.72], [-0.19, -0.25, 0.24], [-0.10, -0.18, -0.14], [0.80, 0.10, -0.13], [-0.04, -0.06, 0.09], [0.13, -0.18, 0.36], [-0.14, -0.04, 0.11], [0.28, 0.08, 0.17], [0.44, -0.47, -0.22], [0.34, 0.31, 0.25], [0.48, -0.10, -0.22], [-0.72, 0.06, -0.39], [0.09, 0.23, 0.44], [-0.65, 0.17, -0.33], [0.16, -0.13, 0.23], [0.21, -0.02, -0.26], [0.08, -0.27, 0.39], [-0.48, -0.11, -0.01], [-0.30, 0.05, -0.03], [-0.61, 0.67, 0.56], [0.03, -0.03, 0.15], [-0.14, 0.47, -0.42], [0.31, 0.48, 0.50], [0.18, 0.19, -0.51], [-0.96, -0.28, 0.14], [0.16, 0.29, 0.10], [-0.56, -0.10, 0.00], [0.19, -0.32, -0.20], [0.16, 0.17, -0.27], [0.27, -0.24, 0.01], [-0.76, -0.17, 0.34], [0.05, 0.29, -0.09], [-0.02, -0.29, -0.04], [-0.24, 0.09, 0.37], [0.05, -0.26, -0.23], [0.01, 0.15, 0.33], [0.56, -0.20, 0.02], [0.04, -0.07, -0.19], [0.69, -0.18, 0.13], [-0.39, -0.13, 0.94], [-0.38, 0.28, -0.02], [-0.43, -0.97, -0.40], [0.18, 0.75, -0.31], [-0.38, -0.17, 0.07], [-1.05, -0.70, 0.91], [0.57, 0.27, -0.03], [0.37, 0.11, 0.52], [-0.11, 0.43, -0.20], [-0.05, 0.17, 0.16], [-0.25, 0.06, 0.18], [0.68, -0.11, 0.41], [-0.06, -0.02, -0.16], [0.41, 0.04, 0.30], [0.73, 0.06, 0.59], [-0.51, -0.33, -0.02], [0.16, 0.19, 0.07], [-0.14, -0.01, -0.30], [-0.11, -0.43, -0.59], [0.23, -0.09, -0.03], [0.07, -0.26, -0.06], [-0.22, -0.06, -0.02], [0.47, 0.36, 0.54], [-0.51, -1.39, -1.79], [-0.57, 0.91, 0.00], [0.93, -0.42, 1.90], [1.03, 0.25, -0.44], [-0.38, -1.09, 0.95]], "mulliken_charge": [2.717, -1.921, 0.478, -0.634, -0.590, -0.205, 0.532, -0.848, 0.601, -0.849, 0.151, -0.273, -0.036, -1.729, 0.856, -0.590, 1.955, -1.608, -1.941, -1.582, 0.185, 0.007, -0.543, -0.381, 0.200, -2.079, 1.342, -0.558, 2.268, -1.811, -1.546, -1.405, 1.208, 0.217, 2.468, -1.387, -1.465, -1.888, 0.415, 0.385, 0.410, 0.426, 0.592, 0.450, 0.424, 0.381, 0.379, 0.351, 0.424, 0.359, 0.483, 0.336, 0.392, 0.305, 0.436, 0.403, 0.411, 0.479, 0.368, 0.440, 0.367, 0.434, 0.334, 0.509, 0.242, 0.196, 0.112, 0.497, 0.099, 0.413, 0.427, 0.102, 0.483, 0.245, 0.407, 0.395, 0.418, -1.360, -0.018, -0.858, 0.532, -1.048, -1.065, 0.446, -1.545, 0.386, 0.351, 0.349, 0.160, 0.182, 0.522, 0.498, 0.632, 0.523, -0.119, 0.165, 0.383, 0.403, 0.376, -0.321, 0.447, -0.277, -0.383, -0.404]}

***

(2)
{"formula": "C33H53N5O8", "method": "ωB97M-V/def2-TZVPD", "total_energy_ha": -2164.868715, "homo_ev": -8.347, "lumo_ev": -0.40, "symbols": ["C", "C", "C", "O", "O", "C", "C", "C", "C", "C", "C", "C", "C", "C", "N", "C", "C", "C", "C", "C", "N", "C", "C", "C", "O", "N", "C", "O", "H", "H", "H", "H", "H", "H", "H", "H", "H", "H", "H", "H", "H", "H", "H", "H", "H", "H", "H", "H", "H", "H", "H", "C", "O", "C", "C", "N", "C", "C", "O", "C", "H", "H", "H", "H", "H", "H", "H", "H", "H", "H", "H", "H", "H", "H", "H", "C", "O", "C", "C", "N", "C", "C", "O", "C", "H", "H", "H", "H", "H", "H", "H", "H", "H", "H", "H", "H", "H", "H", "H"], "xyz": [[5.791484, 2.669817, 3.062357], [4.820238, 3.542048, 2.273178], [3.434547, 3.457864, 2.806894], [3.093750, 2.636739, 3.610041], [2.581121, 4.349950, 2.279355], [1.209197, 3.940806, 2.304779], [1.009719, 2.746149, 1.387491], [-0.417976, 2.286284, 1.219938], [-0.795437, 1.048423, 1.797121], [0.161674, 0.200122, 2.593895], [-2.111821, 0.641712, 1.617508], [-3.048816, 1.368401, 0.894030], [-2.683058, 2.562992, 0.285607], [-3.675522, 3.335602, -0.553659], [-3.390546, 3.182027, -1.992177], [-2.974220, 1.855601, -2.421263], [-1.363700, 3.025227, 0.476236], [-0.997447, 4.326951, -0.153422], [-1.217479, 5.545306, 0.484866], [-0.879873, 6.714539, -0.179963], [-0.366621, 6.779365, -1.403987], [-0.152472, 5.612115, -2.012770], [-0.453141, 4.394008, -1.426842], [-4.352822, 0.653722, 0.921643], [-5.320545, 0.833437, 0.262705], [-4.224383, -0.405490, 1.885352], [-2.813444, -0.602095, 2.075772], [-2.352419, -1.634407, 2.447482], [5.626190, 2.767075, 4.128575], [5.671915, 1.625511, 2.793256], [6.814226, 2.962089, 2.845920], [5.196865, 4.562581, 2.279790], [4.805863, 3.180491, 1.247273], [0.665305, 4.786525, 1.916535], [0.866430, 3.760128, 3.319180], [1.599302, 1.921356, 1.759280], [1.422199, 3.001181, 0.410341], [1.082886, 0.035001, 2.048827], [0.400533, 0.705162, 3.528168], [-0.302699, -0.740853, 2.848249], [-4.675154, 2.974685, -0.335854], [-3.568487, 4.386820, -0.297455], [-4.184667, 3.472239, -2.540017], [-1.905120, 1.703721, -2.295156], [-3.518707, 1.033461, -1.950692], [-3.161801, 1.774987, -3.488981], [-1.649260, 5.577012, 1.472359], [-1.041467, 7.655561, 0.329161], [0.253859, 5.638889, -3.011360], [-0.259322, 3.483194, -1.973433], [-4.641305, -0.176064, 2.781309], [6.046572, -2.155362, -3.318323], [6.066563, -0.878491, -3.927603], [4.896452, -0.571711, -4.676482], [4.128169, 0.560435, -4.030904], [3.533105, 0.136941, -2.769075], [2.960276, 1.219933, -1.978320], [3.906457, 2.284161, -1.433232], [4.811510, 1.806432, -0.453241], [6.024611, 1.260971, -0.946470], [7.025459, -2.317981, -2.870818], [5.287753, -2.220333, -2.530859], [5.863970, -2.942482, -4.055563], [4.262917, -1.454704, -4.796454], [5.220189, -0.252492, -5.671237], [3.332082, 0.884139, -4.707468], [4.825346, 1.399527, -3.900183], [4.239927, -0.329706, -2.215749], [2.454761, 0.760882, -1.123540], [2.186283, 1.714538, -2.574225], [3.290003, 3.033814, -0.926065], [4.446318, 2.815473, -2.225108], [6.334299, 1.737378, -1.879141], [5.948251, 0.181117, -1.096501], [6.793672, 1.435205, -0.193127], [-4.433856, -8.698486, -0.525252], [-3.636826, -8.345244, 0.587561], [-2.481810, -7.581829, 0.258191], [-2.584619, -6.177985, 0.813052], [-3.609673, -5.411233, 0.117417], [-3.917582, -4.120799, 0.732429], [-4.544769, -4.122293, 2.120726], [-5.857365, -4.660285, 2.156682], [-5.939677, -6.062293, 2.320916], [-5.218119, -9.363013, -0.166563], [-4.902979, -7.822292, -0.985757], [-3.845731, -9.227518, -1.281399], [-2.319514, -7.562098, -0.823196], [-1.622524, -8.078889, 0.718243], [-1.621371, -5.674588, 0.689064], [-2.787383, -6.261665, 1.889646], [-4.457422, -5.961594, 0.077537], [-4.609648, -3.604031, 0.062185], [-3.002497, -3.524389, 0.765690], [-4.639705, -3.080983, 2.428343], [-3.907891, -4.608723, 2.869180], [-5.105171, -6.453033, 2.909033], [-5.977777, -6.582485, 1.358983], [-6.868605, -6.279899, 2.849539]], "forces_ev_per_a": [[-0.10, 0.01, -0.09], [0.83, 0.04, 0.25], [0.29, 0.00, 0.15], [-0.42, -0.54, 0.43], [-0.03, -0.01, -0.48], [-0.26, 0.25, -0.03], [-0.11, -0.02, -0.29], [-0.46, -0.30, 0.11], [-0.12, 0.08, -0.23], [-0.36, 0.36, 0.08], [-0.15, -0.22, -0.05], [0.88, 0.56, -0.23], [-0.14, 0.00, -0.04], [0.33, -0.26, -0.42], [0.43, 0.03, 0.13], [-0.31, 0.01, -0.34], [-0.11, -0.35, 0.15], [0.13, 0.39, 0.00], [0.07, -0.31, -0.35], [-0.12, 0.20, 0.27], [0.10, -0.23, -0.07], [-0.26, 0.10, 0.46], [0.18, -0.41, -0.14], [0.75, -0.10, 0.77], [-1.06, 0.33, -0.45], [0.46, 0.12, -0.18], [0.01, 0.60, -0.20], [0.34, -0.54, 0.62], [0.00, -0.01, 0.19], [-0.03, -0.17, 0.06], [0.15, 0.01, -0.07], [-0.32, 0.25, -0.17], [-0.14, 0.22, -0.22], [-0.06, 0.30, -0.03], [0.10, -0.21, 0.16], [0.15, -0.10, 0.09], [-0.04, 0.16, -0.10], [0.17, -0.17, -0.02], [0.23, 0.10, 0.07], [0.04, -0.24, -0.07], [-0.16, 0.11, 0.28], [-0.26, 0.17, -0.02], [-0.13, 0.11, 0.11], [0.15, -0.04, 0.25], [-0.01, -0.10, 0.15], [0.00, 0.02, -0.14], [-0.05, 0.07, 0.16], [0.00, 0.16, -0.06], [0.10, 0.10, -0.16], [-0.02, -0.11, -0.10], [-0.57, -0.38, -0.11], [0.07, 0.09, -0.02], [-0.09, -0.13, 0.12], [0.10, 0.16, -0.19], [0.02, -0.07, 0.23], [0.07, 0.13, -0.06], [0.00, -0.22, 0.09], [-0.20, 0.20, 0.06], [0.04, -0.09, -0.17], [0.00, -0.02, 0.20], [0.01, 0.03, -0.01], [-0.04, -0.07, -0.04], [-0.03, -0.03, 0.02], [-0.03, -0.01, 0.09], [-0.01, -0.03, -0.01], [-0.01, 0.02, 0.01], [0.00, 0.04, -0.13], [0.00, -0.04, 0.01], [-0.03, 0.05, 0.01], [0.02, 0.03, -0.04], [0.04, 0.02, 0.00], [0.06, -0.11, -0.04], [-0.03, -0.02, -0.05], [0.02, 0.01, -0.12], [-0.02, 0.04, 0.01], [0.01, -0.01, 0.12], [-0.09, 0.03, -0.16], [0.18, -0.05, 0.20], [-0.24, 0.03, -0.06], [0.06, -0.02, 0.11], [-0.10, -0.06, -0.22], [0.02, 0.21, 0.03], [0.07, -0.13, 0.05], [-0.16, 0.10, -0.02], [0.01, 0.00, 0.03], [0.04, -0.02, -0.08], [-0.02, 0.02, -0.04], [-0.08, 0.05, -0.03], [0.00, -0.01, -0.03], [0.00, 0.02, 0.02], [0.13, -0.03, 0.04], [-0.02, -0.01, -0.01], [0.01, 0.05, 0.03], [0.03, -0.02, 0.05], [-0.02, 0.00, -0.01], [-0.02, -0.12, -0.05], [0.04, -0.02, -0.04], [0.09, -0.07, 0.03], [0.00, 0.03, 0.01]], "mulliken_charge": [-1.329, 0.462, 0.658, -0.604, -0.431, -0.419, -0.109, 0.232, 1.134, -2.118, 0.226, 0.299, 0.344, -1.607, -0.261, -0.725, 0.422, 0.068, -0.402, -0.489, -0.638, -0.624, -0.078, -0.276, -0.556, -0.050, -0.024, -0.547, 0.390, 0.253, 0.386, 0.362, -0.378, 0.245, 0.381, 0.956, -0.460, 0.364, 0.370, 0.418, 0.578, 0.455, 0.321, 0.124, 0.208, 0.393, 0.549, 0.442, 0.453, 0.367, 0.309, -0.716, -0.348, -0.815, -0.215, -0.238, -0.811, -0.511, -0.338, -0.784, 0.244, 0.302, 0.348, 0.421, 0.398, 0.344, 0.198, 0.142, 0.378, 0.360, 0.312, 0.402, 0.365, 0.213, 0.318, -0.720, -0.354, -0.810, -0.195, -0.304, -0.673, -0.181, -0.459, -0.566, 0.243, 0.306, 0.345, 0.420, 0.390, 0.356, 0.189, 0.164, 0.282, 0.320, 0.160, 0.326, 0.270, 0.186, 0.292]}

***

Let's list molar mass in order: 965.9 647.8 g/mol.